DFT (wB97M-V/def2-TZVPD) results for a 10-piece molecular cluster, C61H120F3N15O3S overall.

## Properties
**Molecular weight**: 1200.794 g/mol
**Net charge**: +8
**Total energy**: -4138.13563 a.u.
**2S+1**: 1

Last columns: bonded neighbours and bond lengths (Å).
Cartesian coordinates (Å):
1 C -16.8984 -3.4705 7.8147  F2 1.330, F3 1.350, F4 1.313, S5 1.931
2 F -17.2242 -3.9434 9.0146  C1 1.330
3 F -18.0369 -3.3257 7.1043  C1 1.350
4 F -16.2880 -2.3101 7.8923  C1 1.313
5 S -15.7269 -4.7202 6.9236  C1 1.931, O6 1.495, O7 1.487, O8 1.497
6 O -16.4327 -6.0305 7.0624  S5 1.495
7 O -15.5344 -4.3194 5.5050  S5 1.487
8 O -14.4974 -4.5509 7.7608  S5 1.497
9 C -17.5642 -10.5364 13.2716  C10 1.552, H17 1.090, H18 1.090, H19 1.090
10 C -17.7161 -10.9342 14.7638  C9 1.552, N11 1.485, H20 1.090, H21 1.090
11 N -19.0922 -11.3060 15.1803  C10 1.485, C12 1.380, C15 1.324
12 C -20.1982 -10.4811 15.1626  N11 1.380, C13 1.397, H22 1.080
13 C -21.2872 -11.1950 15.6671  C12 1.397, N14 1.343, H23 1.080
14 N -20.8780 -12.4686 15.7910  C13 1.343, C15 1.395, C16 1.440
15 C -19.5197 -12.5234 15.4787  N11 1.324, N14 1.395, H24 1.080
16 C -21.6459 -13.5112 16.4213  N14 1.440, H25 1.090, H26 1.090, H27 1.090
17 H -16.6640 -9.9429 13.1120  C9 1.090
18 H -18.4212 -9.9660 12.9134  C9 1.090
19 H -17.4413 -11.3815 12.5943  C9 1.090
20 H -17.3510 -10.1171 15.3860  C10 1.090
21 H -17.0545 -11.7778 14.9603  C10 1.090
22 H -20.0515 -9.4465 14.8897  C12 1.080
23 H -22.3009 -10.8624 15.8352  C13 1.080
24 H -18.9032 -13.4062 15.5634  C15 1.080
25 H -20.9932 -14.3610 16.6213  C16 1.090
26 H -22.4785 -13.7945 15.7773  C16 1.090
27 H -22.0691 -13.0332 17.3048  C16 1.090
28 C -7.2156 5.7749 1.0144  C29 1.525, H36 1.090, H37 1.090, H38 1.090
29 C -6.9763 4.2839 1.2282  C28 1.525, N30 1.410, H39 1.090, H40 1.090
30 N -8.1256 3.5348 1.5529  C29 1.410, C31 1.392, C34 1.415
31 C -9.3860 3.5979 0.9658  N30 1.392, C32 1.412, H41 1.080
32 C -10.2393 2.6345 1.5465  C31 1.412, N33 1.366, H42 1.080
33 N -9.5205 1.9723 2.5003  C32 1.366, C34 1.379, C35 1.481
34 C -8.2591 2.5291 2.5399  N30 1.415, N33 1.379, H43 1.080
35 C -10.1275 0.9151 3.3404  N33 1.481, H44 1.090, H45 1.090, H46 1.090
36 H -8.1603 6.0609 0.5518  C28 1.090
37 H -6.3931 6.2127 0.4487  C28 1.090
38 H -7.1432 6.3227 1.9539  C28 1.090
39 H -6.4161 4.1370 2.1516  C29 1.090
40 H -6.4660 3.7827 0.4058  C29 1.090
41 H -9.4607 4.2210 0.0869  C31 1.080
42 H -11.2994 2.4560 1.4425  C32 1.080
43 H -7.4910 2.2785 3.2565  C34 1.080
44 H -10.6786 0.2596 2.6661  C35 1.090
45 H -10.7909 1.2380 4.1427  C35 1.090
46 H -9.3264 0.2393 3.6395  C35 1.090
47 C -7.4574 -8.1793 8.9125  C48 1.572, H55 1.090, H56 1.090, H57 1.090
48 C -7.9929 -9.3312 7.9866  C47 1.572, N49 1.449, H58 1.090, H59 1.090
49 N -7.0001 -9.8377 7.0602  C48 1.449, C50 1.404, C53 1.384
50 C -5.9902 -10.7679 7.3549  N49 1.404, C51 1.397, H60 1.080
51 C -5.1455 -10.8383 6.2444  C50 1.397, N52 1.363, H61 1.080
52 N -5.6859 -10.0633 5.2622  C51 1.363, C53 1.351, C54 1.462
53 C -6.7430 -9.3964 5.7743  N49 1.384, N52 1.351, H62 1.080
54 C -5.2691 -9.9987 3.8622  N52 1.462, H63 1.090, H64 1.090, H65 1.090
55 H -7.3929 -7.2663 8.3206  C47 1.090
56 H -6.4518 -8.3783 9.2831  C47 1.090
57 H -8.0564 -7.9331 9.7892  C47 1.090
58 H -8.8012 -9.0618 7.3069  C48 1.090
59 H -8.2779 -10.2221 8.5463  C48 1.090
60 H -6.0049 -11.2196 8.3357  C50 1.080
61 H -4.3109 -11.5001 6.0657  C51 1.080
62 H -7.3055 -8.6426 5.2435  C53 1.080
63 H -5.3599 -11.0191 3.4898  C54 1.090
64 H -4.2677 -9.6303 3.6398  C54 1.090
65 H -5.9612 -9.3434 3.3334  C54 1.090
66 C -12.9632 -7.6169 -1.8696  C67 1.525, H74 1.090, H75 1.090, H76 1.090
67 C -12.4230 -6.4028 -1.1214  C66 1.525, N68 1.462, H77 1.090, H78 1.090
68 N -11.0580 -6.0273 -1.4864  C67 1.462, C69 1.371, C72 1.423
69 C -9.9556 -6.8306 -1.6260  N68 1.371, C70 1.410, H79 1.080
70 C -8.8700 -5.9960 -1.9630  C69 1.410, N71 1.384, H80 1.080
71 N -9.2540 -4.6680 -2.0211  C70 1.384, C72 1.371, C73 1.448
72 C -10.6109 -4.7215 -1.8339  N68 1.423, N71 1.371, H81 1.080
73 C -8.5107 -3.4640 -2.3287  N71 1.448, H82 1.090, H83 1.090, H84 1.090
74 H -12.8270 -7.4979 -2.9446  C66 1.090
75 H -14.0109 -7.8176 -1.6458  C66 1.090
76 H -12.4339 -8.5010 -1.5144  C66 1.090
77 H -12.4420 -6.7067 -0.0748  C67 1.090
78 H -13.0963 -5.5498 -1.0360  C67 1.090
79 H -10.0681 -7.8780 -1.3881  C69 1.080
80 H -7.8168 -6.2295 -1.9124  C70 1.080
81 H -11.2368 -3.8536 -1.6879  C72 1.080
82 H -7.5034 -3.7247 -2.0041  C73 1.090
83 H -8.9888 -2.6624 -1.7657  C73 1.090
84 H -8.6123 -3.3393 -3.4068  C73 1.090
85 C -12.2149 -2.2920 13.5190  C86 1.570, H93 1.090, H94 1.090, H95 1.090
86 C -12.4538 -0.7413 13.5848  C85 1.570, N87 1.436, H96 1.090, H97 1.090
87 N -11.3184 0.0887 13.2971  C86 1.436, C88 1.434, C91 1.335
88 C -10.5247 0.0360 12.1037  N87 1.434, C89 1.370, H98 1.080
89 C -9.6836 1.1176 12.1107  C88 1.370, N90 1.409, H99 1.080
90 N -9.8534 1.7491 13.3584  C89 1.409, C91 1.356, C92 1.426
91 C -10.9488 1.1990 13.9392  N87 1.335, N90 1.356, H100 1.080
92 C -9.1673 2.9265 13.7785  N90 1.426, H101 1.090, H102 1.090, H103 1.090
93 H -13.1035 -2.9104 13.6451  C85 1.090
94 H -11.5078 -2.5741 14.2991  C85 1.090
95 H -11.7105 -2.5197 12.5799  C85 1.090
96 H -12.9048 -0.5107 14.5499  C86 1.090
97 H -13.2587 -0.3857 12.9415  C86 1.090
98 H -10.7643 -0.7066 11.3570  C88 1.080
99 H -9.0187 1.4119 11.3122  C89 1.080
100 H -11.3174 1.5145 14.9041  C91 1.080
101 H -9.6867 3.1703 14.7053  C92 1.090
102 H -9.2889 3.6953 13.0154  C92 1.090
103 H -8.1536 2.6831 14.0968  C92 1.090
104 C -20.1037 2.6453 2.5715  C105 1.562, H112 1.090, H113 1.090, H114 1.090
105 C -19.7357 1.4270 1.6663  C104 1.562, N106 1.460, H115 1.090, H116 1.090
106 N -20.5141 0.2243 1.9491  C105 1.460, C107 1.342, C110 1.396
107 C -21.8294 0.1513 2.2070  N106 1.342, C108 1.395, H117 1.080
108 C -22.1822 -1.1583 2.5329  C107 1.395, N109 1.417, H118 1.080
109 N -21.0461 -1.9639 2.2690  C108 1.417, C110 1.388, C111 1.422
110 C -20.0282 -1.0838 1.9270  N106 1.396, N109 1.388, H119 1.080
111 C -20.9229 -3.3751 2.3924  N109 1.422, H120 1.090, H121 1.090, H122 1.090
112 H -20.9484 3.1558 2.1089  C104 1.090
113 H -19.2484 3.3193 2.6199  C104 1.090
114 H -20.3673 2.4897 3.6176  C104 1.090
115 H -18.7239 1.1538 1.9658  C105 1.090
116 H -19.8411 1.7255 0.6233  C105 1.090
117 H -22.4308 1.0481 2.1848  C107 1.080
118 H -23.0840 -1.6336 2.8898  C108 1.080
119 H -18.9928 -1.3180 1.7284  C110 1.080
120 H -21.8095 -3.8737 2.0007  C111 1.090
121 H -20.9205 -3.6161 3.4554  C111 1.090
122 H -19.9361 -3.6299 2.0060  C111 1.090
123 C -22.6117 7.8893 14.5265  C124 1.604, H132 1.090, H133 1.090, H134 1.090
124 C -22.7760 6.4500 15.2148  C123 1.604, C125 1.575, H135 1.090, H136 1.090
125 C -22.9660 5.2368 14.2282  C124 1.575, N126 1.560, H137 1.090, H138 1.090
126 N -22.6572 3.8105 14.7789  C125 1.560, C127 1.563, C128 1.606, C131 1.537
127 C -23.2468 3.7663 16.2256  N126 1.563, H139 1.090, H140 1.090, H141 1.090
128 C -21.0713 3.5583 14.7490  N126 1.606, C129 1.569, H142 1.090, H143 1.090
129 C -20.8983 2.3790 13.7286  C128 1.569, C130 1.550, H144 1.090, H145 1.090
130 C -22.2427 2.3422 12.9577  C129 1.550, C131 1.466, H146 1.090, H147 1.090
131 C -23.2332 2.6143 14.0036  N126 1.537, C130 1.466, H148 1.090, H149 1.090
132 H -21.7458 8.0000 13.8738  C123 1.090
133 H -22.4775 8.5270 15.4002  C123 1.090
134 H -23.5007 8.1964 13.9757  C123 1.090
135 H -23.5820 6.4378 15.9485  C124 1.090
136 H -21.8208 6.3227 15.7243  C124 1.090
137 H -22.4389 5.3757 13.2843  C125 1.090
138 H -24.0209 5.2229 13.9539  C125 1.090
139 H -22.8750 4.5554 16.8793  C127 1.090
140 H -23.0168 2.7697 16.6024  C127 1.090
141 H -24.3321 3.7486 16.1260  C127 1.090
142 H -20.8846 3.2059 15.7634  C128 1.090
143 H -20.5886 4.5085 14.5205  C128 1.090
144 H -20.8778 1.4419 14.2850  C129 1.090
145 H -20.1058 2.4474 12.9834  C129 1.090
146 H -22.3838 1.4459 12.3537  C130 1.090
147 H -22.3075 3.1544 12.2338  C130 1.090
148 H -23.3454 1.8158 14.7370  C131 1.090
149 H -24.1912 2.9526 13.6089  C131 1.090
150 C -20.7003 -15.9339 8.3519  C151 1.490, H159 1.090, H160 1.090, H161 1.090
151 C -19.3956 -15.5371 7.7511  C150 1.490, C152 1.568, H162 1.090, H163 1.090
152 C -19.2308 -15.8324 6.2204  C151 1.568, N153 1.577, H164 1.090, H165 1.090
153 N -17.8411 -15.3454 5.6570  C152 1.577, C154 1.584, C155 1.546, C158 1.559
154 C -17.8305 -13.7750 5.4525  N153 1.584, H166 1.090, H167 1.090, H168 1.090
155 C -17.7512 -16.0753 4.2971  N153 1.546, C156 1.481, H169 1.090, H170 1.090
156 C -16.8577 -17.2432 4.4767  C155 1.481, C157 1.549, H171 1.090, H172 1.090
157 C -16.5885 -17.4142 5.9920  C156 1.549, C158 1.548, H173 1.090, H174 1.090
158 C -16.5645 -15.9092 6.3525  N153 1.559, C157 1.548, H175 1.090, H176 1.090
159 H -20.6671 -15.7494 9.4256  C150 1.090
160 H -20.9855 -16.9659 8.1477  C150 1.090
161 H -21.5441 -15.3573 7.9727  C150 1.090
162 H -18.6183 -15.9385 8.4013  C151 1.090
163 H -19.2049 -14.4743 7.9001  C151 1.090
164 H -19.9377 -15.2796 5.6018  C152 1.090
165 H -19.3132 -16.9098 6.0773  C152 1.090
166 H -16.8841 -13.5182 4.9766  C154 1.090
167 H -17.8598 -13.2689 6.4175  C154 1.090
168 H -18.6272 -13.4482 4.7843  C154 1.090
169 H -17.3069 -15.3938 3.5716  C155 1.090
170 H -18.7386 -16.2632 3.8756  C155 1.090
171 H -15.9704 -17.0982 3.8604  C156 1.090
172 H -17.3693 -18.1569 4.1745  C156 1.090
173 H -15.6463 -17.9049 6.2361  C157 1.090
174 H -17.3767 -17.9503 6.5207  C157 1.090
175 H -15.6206 -15.5137 5.9772  C158 1.090
176 H -16.6784 -15.8232 7.4331  C158 1.090
177 C -24.4768 -7.2066 9.4349  C178 1.549, H186 1.090, H187 1.090, H188 1.090
178 C -25.2631 -6.1200 10.2102  C177 1.549, C179 1.550, H189 1.090, H190 1.090
179 C -26.7152 -6.5611 10.5241  C178 1.550, N180 1.576, H191 1.090, H192 1.090
180 N -27.5138 -5.6772 11.5556  C179 1.576, C181 1.579, C182 1.543, C185 1.567
181 C -26.6027 -5.4840 12.8303  N180 1.579, H193 1.090, H194 1.090, H195 1.090
182 C -27.9008 -4.3398 10.8911  N180 1.543, C183 1.561, H196 1.090, H197 1.090
183 C -29.0603 -3.7580 11.7597  C182 1.561, C184 1.548, H198 1.090, H199 1.090
184 C -29.8914 -5.0418 11.9967  C183 1.548, C185 1.537, H200 1.090, H201 1.090
185 C -28.9430 -6.2428 11.8580  N180 1.567, C184 1.537, H202 1.090, H203 1.090
186 H -24.6824 -8.1908 9.8558  C177 1.090
187 H -23.4101 -7.0011 9.3453  C177 1.090
188 H -24.8546 -7.2965 8.4164  C177 1.090
189 H -25.2449 -5.1200 9.7769  C178 1.090
190 H -24.7133 -5.8830 11.1211  C178 1.090
191 H -26.7533 -7.5262 11.0293  C179 1.090
192 H -27.4044 -6.7730 9.7067  C179 1.090
193 H -26.4875 -6.4903 13.2331  C181 1.090
194 H -27.0920 -4.8215 13.5443  C181 1.090
195 H -25.6747 -4.9619 12.5973  C181 1.090
196 H -27.0556 -3.6909 10.6619  C182 1.090
197 H -28.4158 -4.5218 9.9478  C182 1.090
198 H -28.7592 -3.2733 12.6884  C183 1.090
199 H -29.7309 -3.1078 11.1980  C183 1.090
200 H -30.2612 -4.9751 13.0199  C184 1.090
201 H -30.6373 -5.1395 11.2078  C184 1.090
202 H -28.7657 -6.7439 12.8096  C185 1.090
203 H -29.2611 -6.9832 11.1240  C185 1.090